[1]
{"formula": "C4H5F2LiO2Rb", "method": "ωB97M-V/def2-TZVPD", "max_force_ev_per_a": 2.000, "gap_ha": [0.122, 0.122], "spin_multiplicity": 2, "lumo_energy_ev": [-1.8, -1.8], "e_homo_ev": [-5.12, -5.12], "elements": ["O", "C", "C", "H", "H", "F", "C", "C", "O", "H", "F", "H", "H", "Li", "Rb"], "xyz": [[-1.32, 1.92, 0.49], [-1.66, 0.66, 0.08], [-0.56, -0.01, -0.76], [-2.38, 0.84, -0.77], [-1.75, 0.03, 1.02], [-1.32, -1.33, -1.02], [1.70, -0.31, -0.19], [2.59, -1.12, 0.66], [0.42, -0.38, 0.21], [1.82, -0.45, -1.27], [2.12, 1.12, -0.02], [3.50, -1.55, 0.23], [2.41, -1.15, 1.73], [0.43, 2.13, 0.04], [-6.00, -0.39, -0.42]], "nbo_charge": [-1.072, -0.181, 0.100, 0.111, 0.128, -0.527, 0.374, -0.271, -0.559, 0.175, -0.489, 0.173, 0.183, 0.886, 0.969]}


[2]
{"formula": "C48H57Cl5N6O3V", "method": "ωB97M-V/def2-TZVPD", "e_above_lowest_kcal_mol": 14.4, "max_force_ev_per_a": 1.351, "gap_ha": [0.267, 0.278], "spin_multiplicity": 3, "lumo_energy_ev": [-2.8, -2.6], "charge": 1, "e_homo_ev": [-10.05, -10.14], "elements": ["V", "Cl", "C", "C", "Cl", "C", "Cl", "C", "O", "C", "Cl", "C", "Cl", "N", "C", "C", "C", "C", "C", "N", "C", "C", "C", "C", "C", "N", "H", "H", "H", "H", "H", "H", "H", "H", "H", "C", "C", "O", "C", "C", "H", "H", "H", "H", "H", "H", "H", "H", "H", "H", "C", "C", "C", "C", "C", "C", "C", "C", "N", "C", "C", "C", "C", "C", "C", "C", "C", "C", "C", "H", "H", "H", "H", "H", "H", "H", "H", "H", "H", "H", "H", "H", "H", "H", "H", "H", "H", "H", "H", "H", "H", "H", "H", "C", "C", "N", "C", "C", "C", "O", "C", "C", "C", "C", "N", "C", "H", "H", "H", "H", "H", "H", "H", "H", "H", "H", "H", "H", "H", "H"], "xyz": [[-0.22, 0.20, 0.58], [2.93, 4.40, 6.12], [2.29, 3.38, 4.89], [2.83, 2.11, 4.68], [4.14, 1.56, 5.64], [2.30, 1.29, 3.69], [2.93, -0.29, 3.43], [1.23, 1.72, 2.90], [0.76, 0.93, 1.95], [0.71, 2.99, 3.11], [-0.56, 3.53, 2.08], [1.23, 3.82, 4.10], [0.57, 5.38, 4.34], [-3.33, -1.34, 2.89], [-3.24, -1.61, 1.54], [-4.46, -1.93, 0.91], [-4.47, -2.29, -0.41], [-3.24, -2.36, -1.09], [-2.12, -2.00, -0.40], [-2.08, -1.59, 0.89], [-2.39, -1.11, 3.89], [-2.82, -1.26, 5.22], [-1.94, -0.97, 6.23], [-0.65, -0.56, 5.91], [-0.32, -0.46, 4.58], [-1.17, -0.72, 3.57], [-4.27, -1.44, 3.25], [-5.38, -1.90, 1.48], [-5.40, -2.53, -0.90], [-3.18, -2.66, -2.12], [-1.16, -2.05, -0.90], [-3.83, -1.59, 5.43], [-2.25, -1.07, 7.26], [0.08, -0.32, 6.67], [0.68, -0.17, 4.28], [3.34, 3.29, 0.50], [4.11, 1.99, 0.50], [3.31, 0.96, -0.07], [4.08, -0.05, -0.70], [4.87, -0.92, 0.26], [3.92, 4.08, 0.99], [2.39, 3.19, 1.03], [3.13, 3.61, -0.52], [4.40, 1.71, 1.52], [5.03, 2.10, -0.09], [4.75, 0.41, -1.44], [3.37, -0.67, -1.25], [5.58, -0.32, 0.85], [5.43, -1.67, -0.29], [4.20, -1.43, 0.96], [-5.81, 3.57, -0.77], [-4.79, 2.80, 0.02], [-4.89, 2.69, 1.40], [-3.93, 1.99, 2.12], [-4.01, 1.93, 3.62], [-2.87, 1.40, 1.45], [-2.72, 1.52, 0.06], [-3.70, 2.23, -0.63], [-1.50, 1.04, -0.50], [-0.85, 1.44, -1.78], [0.29, 2.43, -1.44], [1.13, 2.76, -2.68], [1.75, 1.48, -3.23], [0.64, 0.49, -3.61], [-0.26, 1.11, -4.67], [-0.88, 2.40, -4.12], [0.23, 3.39, -3.75], [-1.71, 2.10, -2.87], [-0.22, 0.18, -2.38], [-6.73, 3.71, -0.21], [-6.05, 3.06, -1.70], [-5.43, 4.56, -1.03], [-5.71, 3.17, 1.92], [-4.60, 2.77, 4.01], [-3.03, 1.97, 4.09], [-4.50, 1.02, 3.96], [-2.11, 0.92, 2.05], [-3.68, 2.32, -1.70], [0.96, 2.00, -0.68], [-0.15, 3.33, -1.01], [1.92, 3.46, -2.40], [2.40, 1.04, -2.46], [2.37, 1.69, -4.10], [1.08, -0.44, -3.99], [-1.05, 0.41, -4.96], [0.32, 1.33, -5.57], [-1.53, 2.84, -4.87], [-0.20, 4.32, -3.39], [0.82, 3.63, -4.64], [-2.55, 1.44, -3.13], [-2.11, 3.04, -2.50], [0.43, -0.30, -1.63], [-1.01, -0.53, -2.63], [-0.03, -3.91, -3.30], [0.83, -4.87, -2.49], [2.25, -4.57, -2.54], [3.00, -4.92, -3.75], [3.27, -3.72, -4.65], [2.93, -3.94, -1.56], [4.12, -3.68, -1.61], [2.15, -3.49, -0.35], [2.18, -4.14, 0.87], [1.50, -3.58, 1.94], [0.84, -2.38, 1.77], [0.82, -1.73, 0.60], [1.47, -2.29, -0.43], [-1.09, -4.14, -3.16], [0.19, -3.98, -4.37], [0.14, -2.88, -3.00], [0.70, -5.89, -2.86], [0.50, -4.88, -1.45], [2.42, -5.67, -4.28], [3.94, -5.37, -3.44], [2.34, -3.24, -4.97], [3.80, -4.04, -5.55], [3.89, -2.98, -4.13], [2.72, -5.08, 0.98], [1.49, -4.05, 2.91], [0.31, -1.91, 2.59], [1.45, -1.76, -1.37]], "mulliken_spin": [1.838, 0.001, 0.007, -0.003, 0.000, 0.006, 0.001, 0.044, 0.044, -0.003, 0.000, -0.004, 0.000, 0.002, -0.002, -0.005, 0.000, -0.001, 0.031, 0.015, 0.014, 0.000, 0.000, 0.002, 0.020, -0.001, 0.000, 0.000, 0.000, 0.000, 0.016, 0.000, 0.000, 0.000, -0.007, 0.001, 0.000, 0.026, -0.001, -0.001, 0.000, 0.000, -0.001, -0.001, 0.001, 0.000, -0.001, 0.000, 0.000, 0.000, 0.000, 0.008, -0.018, 0.021, 0.002, 0.100, -0.096, -0.021, -0.130, 0.001, -0.012, 0.006, -0.001, 0.015, 0.002, -0.004, 0.001, 0.007, 0.000, 0.000, 0.000, 0.000, 0.000, 0.000, 0.000, 0.000, 0.024, -0.001, 0.027, 0.009, 0.001, -0.002, 0.000, 0.001, 0.001, 0.000, 0.000, 0.000, 0.000, 0.001, 0.001, 0.017, 0.015, 0.001, 0.000, 0.000, 0.000, 0.000, 0.000, 0.000, -0.009, 0.006, 0.002, 0.017, -0.032, 0.000, 0.000, 0.000, -0.002, 0.000, 0.000, 0.000, 0.000, 0.000, 0.000, 0.000, -0.001, 0.000, -0.005, 0.007]}